ORCA calculation (ωB97M-V with the def2-TZVPD basis set) on C76H62N5O2P3SSc as an isolated structure.

CARTESIAN COORDINATES (ANGSTROEM)
Sc (-0.0053, 0.5888, 0.1046)
O (0.7886, -1.1884, -0.3516)
S (0.5419, -2.3080, 0.7182)
C (0.3183, -3.7628, -0.2082)
C (1.3357, -4.6831, -0.3762)
C (1.1069, -5.9439, -0.9475)
C (-0.1811, -6.2658, -1.2902)
C (-0.7565, -7.5309, -1.8649)
C (-2.2749, -7.2555, -2.0088)
C (-2.4511, -5.8362, -1.5433)
C (-3.5508, -5.0274, -1.4718)
C (-3.3728, -3.7025, -1.0388)
C (-2.1614, -3.1579, -0.6382)
P (-2.2232, -1.2990, -0.5150)
C (-2.3020, -0.9746, -2.3122)
C (-3.2066, -0.1363, -2.9530)
C (-3.1093, 0.1045, -4.3165)
C (-2.0826, -0.4584, -5.0558)
C (-1.1562, -1.2768, -4.4226)
C (-1.2694, -1.5413, -3.0685)
C (-3.7950, -1.0842, 0.3727)
C (-3.7516, -1.5311, 1.6981)
C (-4.8581, -1.4245, 2.5180)
C (-6.0346, -0.8726, 2.0250)
C (-6.0909, -0.4389, 0.7124)
C (-4.9776, -0.5397, -0.1137)
C (-1.0250, -4.0179, -0.6288)
C (-1.2117, -5.3187, -1.1250)
C (2.0589, -2.4950, 1.5837)
C (1.8718, -3.3087, 2.6853)
C (2.9394, -3.9179, 3.3622)
C (4.1930, -3.7338, 2.8437)
C (5.5109, -4.3396, 3.2424)
C (6.5374, -3.7670, 2.2355)
C (5.7329, -2.8685, 1.3379)
C (6.0866, -2.1257, 0.2503)
C (5.1125, -1.2776, -0.3053)
C (3.7966, -1.1885, 0.1163)
P (2.9642, 0.3759, -0.4152)
C (2.9749, 0.2344, -2.2411)
C (3.2975, 1.3038, -3.0776)
C (3.3122, 1.1440, -4.4555)
C (2.9762, -0.0758, -5.0210)
C (2.6358, -1.1428, -4.2001)
C (2.6436, -0.9941, -2.8227)
C (4.2177, 1.6459, -0.0276)
C (5.3495, 1.8839, -0.8139)
C (6.2813, 2.8393, -0.4454)
C (6.1050, 3.5758, 0.7186)
C (4.9893, 3.3514, 1.5090)
C (4.0569, 2.3971, 1.1349)
C (3.3619, -2.1284, 1.1107)
C (4.3818, -2.8693, 1.7439)
H (2.3307, -4.4418, -0.0272)
H (1.9252, -6.6378, -1.0701)
H (-0.5512, -8.3786, -1.2100)
H (-0.2895, -7.7583, -2.8238)
H (-2.8694, -7.9356, -1.3984)
H (-2.6170, -7.3756, -3.0362)
H (-4.5338, -5.3630, -1.7695)
H (-4.2471, -3.0625, -1.0568)
H (-4.0048, 0.3408, -2.4098)
H (-3.8430, 0.7352, -4.7985)
H (-2.0082, -0.2715, -6.1176)
H (-0.3534, -1.7275, -4.9889)
H (-0.5430, -2.1984, -2.6051)
H (-2.8505, -2.0024, 2.0841)
H (-4.8060, -1.7695, 3.5388)
H (-6.9043, -0.7951, 2.6609)
H (-7.0060, -0.0247, 0.3143)
H (-5.0771, -0.2183, -1.1381)
H (0.8590, -3.5487, 2.9919)
H (2.7532, -4.5569, 4.2123)
H (5.4565, -5.4279, 3.1981)
H (5.7594, -4.0830, 4.2726)
H (7.0306, -4.5522, 1.6636)
H (7.3247, -3.2016, 2.7348)
H (7.0912, -2.1220, -0.1460)
H (5.4420, -0.6171, -1.0951)
H (3.5889, 2.2589, -2.6595)
H (3.5982, 1.9739, -5.0868)
H (3.0001, -0.2018, -6.0947)
H (2.3998, -2.1057, -4.6330)
H (2.4267, -1.8483, -2.1967)
H (5.5092, 1.3364, -1.7318)
H (7.1481, 3.0085, -1.0680)
H (6.8336, 4.3205, 1.0032)
H (4.8389, 3.9250, 2.4131)
H (3.1777, 2.2629, 1.7602)
C (-6.6650, 3.3719, -1.7697)
C (-5.6795, 3.2973, -2.7439)
C (-4.3767, 2.9859, -2.3894)
C (-4.0483, 2.7426, -1.0559)
C (-5.0395, 2.8286, -0.0810)
C (-6.3410, 3.1419, -0.4408)
P (-2.3155, 2.3673, -0.6032)
C (-1.3598, 3.0624, -1.9694)
C (-1.2991, 4.4092, -2.3315)
C (-0.5631, 4.7967, -3.4376)
C (0.0765, 3.8448, -4.2260)
C (-0.0200, 2.4990, -3.9097)
C (-0.7228, 2.1171, -2.7750)
C (-2.1969, 3.2908, 0.9584)
C (-1.9555, 4.6553, 1.1161)
C (-1.9863, 5.2216, 2.3794)
C (-2.2670, 4.4397, 3.4976)
C (-2.5279, 3.0871, 3.3510)
C (-2.4925, 2.5211, 2.0815)
H (-7.6792, 3.6242, -2.0442)
H (-5.9215, 3.4953, -3.7782)
H (-3.6134, 2.9530, -3.1557)
H (-4.8123, 2.6581, 0.9624)
H (-7.1015, 3.2157, 0.3237)
H (-1.8511, 5.1547, -1.7759)
H (-0.5146, 5.8416, -3.7101)
H (0.6198, 4.1574, -5.1072)
H (0.4307, 1.7497, -4.5392)
H (-0.8540, 1.0436, -2.5873)
H (-1.7298, 5.2817, 0.2654)
H (-1.8061, 6.2808, 2.4930)
H (-2.3103, 4.8974, 4.4764)
H (-2.7854, 2.4707, 4.2014)
H (-2.7703, 1.4756, 1.9609)
N (-1.9699, -1.0804, 6.3899)
C (-1.9925, -0.4055, 5.2302)
O (-2.9938, 0.0807, 4.7438)
C (-0.6838, -0.2379, 4.4999)
C (0.5685, -0.1796, 5.0933)
C (1.6764, 0.0899, 4.3030)
C (1.4941, 0.3070, 2.9513)
N (0.2832, 0.2646, 2.3699)
C (-0.7766, -0.0219, 3.1323)
H (-2.8204, -1.1343, 6.9282)
H (-1.1362, -1.4875, 6.7750)
H (0.6884, -0.3112, 6.1602)
H (2.6703, 0.1456, 4.7214)
H (2.3389, 0.5128, 2.3044)
H (-1.7533, -0.0643, 2.6608)
N (1.4174, 5.2774, 2.9056)
C (1.4324, 4.6301, 1.7246)
C (0.8062, 3.3703, 1.5718)
N (0.8518, 2.7259, 0.4114)
C (1.4918, 3.3198, -0.6151)
C (2.0703, 4.5634, -0.4482)
N (2.0474, 5.2174, 0.7022)
H (1.8616, 6.1783, 2.9693)
H (0.9087, 4.9244, 3.6951)
H (0.2765, 2.9074, 2.3948)
H (1.5284, 2.8090, -1.5680)
H (2.5718, 5.0468, -1.2766)

Computed properties:
Relative energy (zero: lowest compared OMol25 entry of this formula, charge and spin)   0.00 kJ/mol
Total charge   +3
Orbital gap   6.87 eV
Lowest unoccupied orbital energy   -7.432 eV
Molar mass   1247.31 g/mol